Here is a structure of composition C42H34BrClMgN2O2P2 at a distorted geometry from the OMol25 dataset. Energies are from ωB97M-V/def2-TZVPD.

Element x y z (Å)
1 Mg 0.037 -0.010 -0.853
2 C 2.624 2.461 -0.505
3 P 2.907 0.612 -0.622
4 C 4.675 0.363 -1.081
5 C 5.525 1.361 -1.574
6 C 6.916 1.167 -1.507
7 C 7.433 -0.022 -1.053
8 C 6.581 -1.058 -0.630
9 C 5.182 -0.907 -0.707
10 C 3.070 0.312 1.199
11 C 3.753 1.146 2.179
12 C 3.447 1.008 3.487
13 C 2.451 0.043 3.998
14 C 1.940 -1.007 2.986
15 C 2.334 -0.786 1.569
16 C 1.234 2.884 -0.720
17 C 0.777 4.216 -0.610
18 C -0.535 4.249 -1.097
19 C -0.871 2.913 -1.456
20 C -2.181 2.486 -2.013
21 P -2.758 1.177 -0.831
22 C -4.141 1.987 0.054
23 C -5.514 1.663 -0.091
24 C -6.400 2.052 0.904
25 C -5.982 2.698 2.050
26 C -4.645 3.089 2.151
27 C -3.743 2.778 1.145
28 C -3.641 -0.040 -1.854
29 C -4.300 -1.031 -1.110
30 C -4.718 -2.207 -1.733
31 C -4.421 -2.414 -3.073
32 C -3.807 -1.401 -3.792
33 C -3.509 -0.168 -3.253
34 N 0.193 2.032 -1.167
35 H 3.305 3.030 -1.196
36 H 2.988 2.758 0.524
37 H 5.124 2.244 -2.017
38 H 7.592 2.013 -1.750
39 H 8.502 -0.180 -0.982
40 H 6.983 -1.963 -0.223
41 H 4.516 -1.726 -0.453
42 H 4.580 1.823 1.920
43 H 3.873 1.667 4.240
44 H 2.851 -0.435 4.932
45 H 2.149 -2.027 3.373
46 H 1.915 -1.431 0.795
47 H 1.330 5.050 -0.158
48 H -1.141 5.124 -1.323
49 H -2.065 2.157 -3.034
50 H -2.931 3.317 -1.977
51 H -5.846 1.118 -0.967
52 H -7.463 1.846 0.753
53 H -6.673 2.989 2.849
54 H -4.268 3.628 3.053
55 H -2.719 3.128 1.182
56 H -4.558 -0.807 -0.082
57 H -5.182 -2.984 -1.103
58 H -4.686 -3.337 -3.541
59 H -3.688 -1.559 -4.869
60 H -3.097 0.631 -3.891
61 Cl 0.253 -8.176 -1.610
62 C -0.171 -6.558 -1.724
63 C 0.323 -5.840 -2.803
64 C 0.303 -4.471 -2.821
65 C -0.241 -3.819 -1.710
66 C -0.883 -4.510 -0.669
67 C -0.863 -5.879 -0.707
68 C -0.083 -2.416 -1.542
69 O 0.525 -1.639 -2.353
70 O -0.579 -1.872 -0.432
71 H 0.772 -6.420 -3.588
72 H 0.742 -3.883 -3.639
73 H -1.245 -3.943 0.196
74 H -1.334 -6.483 0.064
75 Br 0.500 0.156 6.235
76 C 0.959 0.510 4.272
77 C 0.578 1.872 3.844
78 C 0.039 2.062 2.615
79 N -0.504 1.050 1.860
80 C -0.473 -0.179 2.293
81 C 0.442 -0.657 3.377
82 H 0.884 2.739 4.475
83 H -0.151 3.059 2.169
84 H -1.059 -0.942 1.793
85 H -0.035 -1.476 3.963

Calculated values
Highest occupied orbital energy, eV: -6.77
Maximum force, eV/A: 4.5
Electronic energy, eV: -157768.162
Charge: 0
Frontier orbital gap, Ha: 0.2402